DFT (wB97M-V/def2-TZVPD) results for a 10-piece molecular cluster, C56H160N24O12P8 overall at a distorted geometry.

Summary:
HOMO = -0.3013 Ha
Electronic energy = -195320.8398 eV
HOMO-LUMO gap = 8.6 eV
LUMO = 0.42 eV
SMILES string = CN(C)P(=O)(N(C)C)N(C)C.CN(C)P(=O)(N(C)C)N(C)C.CN(C)P(=O)(N(C)C)N(C)C.CN(C)P(=O)(N(C)C)N(C)C.CN(C)P(=O)(N(C)C)N(C)C.CN(C)P(=O)(N(C)C)N(C)C.CN(C)P(=O)(N(C)C)N(C)C.CN(C)P(=O)(N(C)C)N(C)C.CCOC(C)=O.CCOC(C)=O
Total charge = 0

Each line ends with the Mulliken charge.
Cartesian coordinates (Å):
1 C -28.33 -2.36 5.30  -0.760
2 N -27.86 -1.75 4.06  0.374
3 C -27.03 -0.49 4.15  -0.981
4 P -28.14 -2.48 2.66  -0.019
5 O -27.30 -1.93 1.59  -1.012
6 N -27.97 -4.13 2.86  1.033
7 C -29.00 -5.01 3.35  -0.801
8 C -26.68 -4.80 2.90  -0.284
9 N -29.73 -2.35 2.38  0.643
10 C -30.49 -1.14 2.69  -1.137
11 C -30.22 -2.92 1.08  -0.590
12 H -28.63 -1.63 6.01  0.469
13 H -27.60 -2.93 5.88  0.295
14 H -29.16 -3.03 5.09  0.071
15 H -26.31 -0.57 3.35  0.200
16 H -26.50 -0.53 5.10  0.415
17 H -27.62 0.44 4.11  0.231
18 H -28.81 -5.29 4.38  0.414
19 H -29.96 -4.54 3.19  -0.204
20 H -28.96 -5.89 2.71  0.085
21 H -26.36 -4.97 3.93  0.312
22 H -26.73 -5.83 2.46  -0.171
23 H -25.84 -4.28 2.42  -0.071
24 H -30.23 -0.75 3.68  0.297
25 H -30.32 -0.35 1.96  0.396
26 H -31.51 -1.34 2.57  0.385
27 H -29.69 -2.58 0.18  0.297
28 H -31.31 -2.66 1.09  0.404
29 H -30.09 -4.00 1.09  -0.417
30 C -19.29 -1.54 -1.22  -0.992
31 N -20.40 -1.99 -0.45  0.391
32 C -19.88 -2.70 0.72  -1.085
33 P -21.82 -1.14 -0.40  0.064
34 O -21.80 0.02 0.50  -0.935
35 N -22.12 -0.71 -1.97  0.671
36 C -22.13 -1.62 -3.13  -0.688
37 C -22.43 0.71 -2.34  -1.237
38 N -23.04 -2.20 -0.07  0.602
39 C -23.16 -3.54 -0.48  -0.950
40 C -24.03 -1.85 0.91  -1.120
41 H -19.57 -1.28 -2.23  0.221
42 H -18.56 -2.35 -1.28  0.372
43 H -18.82 -0.63 -0.81  0.316
44 H -19.25 -2.12 1.38  0.392
45 H -19.19 -3.47 0.39  0.401
46 H -20.63 -3.17 1.37  0.293
47 H -22.89 -1.33 -3.82  -0.248
48 H -21.23 -1.43 -3.73  0.333
49 H -22.24 -2.62 -2.85  0.397
50 H -22.00 0.86 -3.33  0.435
51 H -23.51 0.90 -2.31  0.250
52 H -21.90 1.39 -1.65  0.365
53 H -22.20 -3.93 -0.84  0.527
54 H -23.41 -4.19 0.38  0.474
55 H -23.87 -3.65 -1.31  -0.241
56 H -24.06 -0.76 0.96  0.376
57 H -23.80 -2.28 1.88  0.246
58 H -24.99 -2.20 0.55  0.400
59 C -26.20 -7.96 0.38  -0.970
60 N -25.92 -9.24 -0.25  0.521
61 C -25.96 -9.32 -1.66  -0.463
62 P -25.99 -10.65 0.61  0.171
63 O -25.80 -10.35 2.04  -0.969
64 N -27.38 -11.37 0.18  0.961
65 C -28.64 -10.63 0.03  -0.159
66 C -27.69 -12.68 0.71  -1.157
67 N -24.77 -11.76 0.15  0.255
68 C -23.43 -11.49 0.57  -1.149
69 C -24.82 -12.63 -1.03  -0.856
70 H -25.34 -7.23 0.31  0.235
71 H -26.38 -8.02 1.44  0.624
72 H -27.02 -7.44 -0.15  -0.103
73 H -26.97 -9.14 -2.00  -0.289
74 H -25.75 -10.34 -1.97  0.206
75 H -25.25 -8.62 -2.03  0.377
76 H -28.53 -9.81 -0.67  -0.734
77 H -29.30 -11.24 -0.57  0.432
78 H -29.16 -10.36 0.98  0.360
79 H -26.79 -13.26 0.76  0.504
80 H -28.09 -12.59 1.72  0.323
81 H -28.45 -13.21 0.12  0.212
82 H -23.04 -12.38 1.01  0.389
83 H -22.65 -11.20 -0.15  0.291
84 H -23.51 -10.76 1.38  0.374
85 H -24.58 -11.99 -1.90  0.213
86 H -25.85 -12.99 -1.19  0.279
87 H -24.15 -13.49 -0.98  0.330
88 C -34.20 -6.46 6.36  -1.116
89 N -33.26 -6.24 5.34  0.349
90 C -32.45 -5.05 5.47  -0.867
91 P -33.48 -6.99 3.87  0.174
92 O -34.48 -8.06 3.82  -0.927
93 N -33.92 -5.71 2.85  0.364
94 C -35.11 -5.89 2.06  -0.927
95 C -33.00 -4.97 2.02  0.019
96 N -31.98 -7.45 3.51  0.843
97 C -31.49 -7.91 2.26  -0.267
98 C -31.06 -7.89 4.58  -0.988
99 H -35.07 -5.82 6.22  0.378
100 H -33.81 -6.20 7.36  0.322
101 H -34.56 -7.50 6.40  0.311
102 H -31.56 -5.05 4.86  0.064
103 H -32.13 -5.10 6.49  0.513
104 H -33.00 -4.05 5.38  0.194
105 H -34.97 -6.53 1.17  0.192
106 H -35.92 -6.30 2.66  0.343
107 H -35.47 -4.90 1.68  0.379
108 H -33.29 -3.91 2.00  0.546
109 H -31.94 -5.05 2.37  -0.512
110 H -33.03 -5.38 0.99  -0.027
111 H -31.43 -8.99 2.23  0.474
112 H -31.98 -7.55 1.33  -0.286
113 H -30.51 -7.43 2.20  -0.147
114 H -31.10 -8.99 4.55  0.265
115 H -31.31 -7.44 5.53  0.353
116 H -30.05 -7.60 4.34  0.257
117 C -30.97 -9.46 -7.62  -1.474
118 N -31.08 -8.46 -6.62  1.333
119 C -30.64 -8.87 -5.34  -0.004
120 P -31.30 -6.81 -6.92  -1.015
121 O -31.07 -6.02 -5.69  -0.037
122 N -30.23 -6.38 -8.14  0.773
123 C -28.99 -7.12 -8.36  -1.013
124 C -30.27 -5.15 -8.93  -0.560
125 N -32.80 -6.67 -7.52  1.227
126 C -33.19 -7.25 -8.77  -1.250
127 C -33.96 -6.43 -6.66  -1.341
128 H -31.75 -10.20 -7.56  0.258
129 H -30.00 -9.95 -7.49  0.515
130 H -31.00 -9.04 -8.65  0.303
131 H -30.61 -8.00 -4.70  -0.719
132 H -29.66 -9.45 -5.35  0.147
133 H -31.38 -9.59 -4.93  0.073
134 H -28.78 -7.22 -9.42  0.473
135 H -28.16 -6.63 -7.90  0.139
136 H -29.05 -8.14 -7.95  0.182
137 H -29.51 -4.39 -8.65  -0.158
138 H -30.15 -5.44 -9.97  0.529
139 H -31.24 -4.64 -8.91  0.112
140 H -33.74 -8.23 -8.67  0.286
141 H -33.90 -6.58 -9.27  0.386
142 H -32.35 -7.44 -9.43  0.323
143 H -34.82 -6.22 -7.26  0.359
144 H -33.70 -5.73 -5.84  0.313
145 H -34.23 -7.31 -6.08  0.144
146 C -32.66 -1.11 -2.39  -1.074
147 N -32.70 -1.32 -3.80  0.686
148 C -32.24 -0.12 -4.54  -1.130
149 P -33.64 -2.38 -4.64  0.636
150 O -34.97 -1.83 -5.00  -0.922
151 N -32.76 -2.73 -5.97  0.386
152 C -33.39 -3.08 -7.21  -1.118
153 C -31.34 -2.64 -6.02  -1.567
154 N -33.72 -3.77 -3.70  0.555
155 C -32.63 -4.55 -3.31  1.000
156 C -34.95 -4.23 -3.05  -0.978
157 H -31.72 -0.68 -2.02  0.420
158 H -32.81 -2.04 -1.85  0.169
159 H -33.44 -0.41 -2.01  0.257
160 H -32.76 0.74 -4.05  0.395
161 H -32.49 -0.25 -5.59  0.305
162 H -31.16 -0.07 -4.46  0.309
163 H -33.37 -4.18 -7.35  0.137
164 H -34.46 -2.78 -7.19  0.431
165 H -32.77 -2.73 -8.05  0.319
166 H -30.85 -3.60 -6.13  -0.068
167 H -31.10 -1.93 -6.79  1.012
168 H -30.89 -2.31 -5.10  0.412
169 H -32.70 -5.54 -3.76  -1.439
170 H -31.72 -4.14 -3.71  0.005
171 H -32.53 -4.75 -2.22  -0.192
172 H -35.25 -5.21 -3.42  0.179
173 H -35.74 -3.55 -3.35  0.454
174 H -34.79 -4.35 -1.97  0.153
175 C -25.90 -2.60 -3.84  -0.762
176 N -25.31 -3.29 -4.99  1.190
177 C -24.47 -4.41 -4.60  -0.750
178 P -25.15 -2.57 -6.42  0.278
179 O -24.42 -3.40 -7.38  -1.031
180 N -26.69 -2.14 -6.89  0.830
181 C -26.86 -1.23 -8.01  -1.203
182 C -27.82 -3.01 -6.77  -0.513
183 N -24.40 -1.13 -6.29  0.079
184 C -24.97 0.04 -5.61  -1.059
185 C -23.06 -0.83 -6.77  -1.013
186 H -26.35 -3.40 -3.26  -0.241
187 H -26.60 -1.80 -4.10  0.498
188 H -25.10 -2.15 -3.23  -0.031
189 H -25.11 -5.20 -4.15  -0.113
190 H -23.70 -4.16 -3.91  -0.151
191 H -23.90 -4.78 -5.46  0.477
192 H -27.77 -0.62 -7.94  0.221
193 H -25.94 -0.69 -8.17  0.458
194 H -27.04 -1.88 -8.91  0.352
195 H -28.76 -2.43 -6.87  0.252
196 H -27.92 -3.75 -7.59  -0.006
197 H -27.96 -3.49 -5.78  -0.103
198 H -25.36 0.80 -6.32  0.332
199 H -25.82 -0.13 -4.99  0.277
200 H -24.14 0.52 -5.03  0.425
201 H -22.32 -0.77 -5.98  0.097
202 H -23.06 0.17 -7.23  0.408
203 H -22.85 -1.52 -7.57  0.377
204 C -35.20 -11.43 -0.54  -1.155
205 N -33.75 -11.03 -0.46  0.380
206 C -33.39 -11.13 1.00  -0.843
207 P -32.83 -10.02 -1.39  -0.311
208 O -31.74 -9.40 -0.56  0.040
209 N -32.32 -10.84 -2.69  0.267
210 C -33.23 -11.52 -3.57  -1.226
211 C -30.99 -11.39 -2.67  -0.761
212 N -33.89 -8.86 -1.99  0.319
213 C -34.64 -7.97 -1.06  -0.961
214 C -33.64 -8.09 -3.27  0.363
215 H -35.70 -11.02 -1.41  0.377
216 H -35.68 -11.06 0.37  0.417
217 H -35.36 -12.52 -0.65  0.289
218 H -34.06 -10.46 1.59  0.378
219 H -32.33 -10.84 1.17  -0.115
220 H -33.61 -12.16 1.29  0.496
221 H -34.15 -10.97 -3.64  0.313
222 H -32.79 -11.60 -4.57  0.412
223 H -33.37 -12.56 -3.25  0.309
224 H -30.22 -10.71 -2.31  -0.267
225 H -30.95 -12.27 -2.04  0.341
226 H -30.71 -11.79 -3.64  0.513
227 H -35.06 -8.53 -0.26  0.474
228 H -34.02 -7.18 -0.58  0.022
229 H -35.45 -7.47 -1.63  0.274
230 H -34.60 -7.86 -3.74  0.450
231 H -33.00 -8.69 -3.90  -0.567
232 H -33.12 -7.17 -3.05  -0.139
233 C -22.74 -7.93 -4.81  -1.394
234 C -23.97 -8.65 -4.36  -0.104
235 O -25.01 -7.72 -4.26  0.266
236 C -26.26 -7.94 -4.86  0.304
237 C -27.07 -6.64 -4.87  2.072
238 O -26.69 -9.03 -5.15  -0.671
239 H -21.90 -8.61 -4.74  0.453
240 H -22.55 -7.15 -4.08  0.258
241 H -22.76 -7.47 -5.81  0.309
242 H -24.34 -9.49 -4.99  0.387
243 H -23.78 -9.14 -3.37  0.087
244 H -26.51 -5.91 -5.52  0.272
245 H -27.11 -6.20 -3.86  -0.869
246 H -28.06 -6.90 -5.25  -1.004
247 C -29.54 -7.62 -2.29  1.007
248 C -29.82 -6.81 -1.01  0.357
249 O -28.63 -6.08 -0.67  1.202
250 C -28.49 -4.86 -1.28  -0.054
251 C -27.04 -4.35 -1.10  -0.108
252 O -29.33 -4.37 -1.98  -0.476
253 H -30.39 -8.22 -2.56  -1.107
254 H -28.69 -8.28 -2.08  -0.631
255 H -29.28 -6.95 -3.10  0.255
256 H -30.59 -6.06 -1.16  -0.076
257 H -29.97 -7.49 -0.14  -0.862
258 H -26.65 -4.49 -0.08  -0.267
259 H -26.91 -3.29 -1.41  0.508
260 H -26.54 -5.00 -1.83  -0.196